*1*
ORCA calculation (the ωB97M-V functional and the def2-TZVPD basis) on a cluster of 6 separate species, C36H90N6O12 in total.

The geometry in XYZ format:
```
144
Properties=species:S:1:pos:R:3:lowdin_charge:R:1
C -1.30071 5.05262 2.11535 -0.13
O -0.44065 6.12878 2.38369 -0.19
C -1.18925 7.25060 2.89246 -0.19
C -1.58018 7.17729 4.42952 -0.18
N -2.59381 6.19102 4.83619 -0.07
C -3.85377 6.47160 4.14783 -0.25
C -4.87312 5.47392 4.53039 -0.21
O -5.36598 5.82960 5.84647 -0.19
C -6.53235 5.13554 6.30856 -0.11
H -2.28939 5.31619 1.73964 0.08
H -1.26480 4.47120 3.03663 0.10
H -0.74921 4.55910 1.31511 0.07
H -2.03625 7.51905 2.26110 0.11
H -0.43899 8.03981 2.84374 0.12
H -1.90468 8.13201 4.84342 0.11
H -0.65394 6.91934 4.94297 0.11
H -2.86302 6.40450 5.78596 0.10
H -3.60066 6.40099 3.08998 0.09
H -4.15660 7.50687 4.30471 0.13
H -4.42443 4.48217 4.58694 0.13
H -5.62134 5.50727 3.73846 0.12
H -6.68743 5.24564 7.38184 0.08
H -6.44578 4.05372 6.20716 0.08
H -7.48978 5.39901 5.85910 0.08
C 2.34523 2.25517 -2.79232 -0.12
O 2.55840 3.10859 -3.84913 -0.20
C 2.15877 2.62856 -5.13929 -0.20
C 2.29602 3.74394 -6.19221 -0.21
N 3.72667 4.08193 -6.33325 -0.06
C 4.18840 5.35238 -6.95032 -0.16
C 3.28438 5.91438 -8.16751 -0.21
O 3.71617 7.26012 -8.35743 -0.20
C 3.25192 7.72660 -9.64400 -0.10
H 1.31324 2.48300 -2.52552 0.08
H 3.03634 2.46112 -1.97497 0.09
H 2.52762 1.23804 -3.13915 0.08
H 1.29170 2.01207 -5.37642 0.11
H 3.01947 1.98055 -5.30476 0.12
H 1.50192 4.49008 -6.22010 0.11
H 1.95123 3.21405 -7.08015 0.10
H 4.23559 3.82895 -5.49832 0.10
H 5.17235 5.20390 -7.39518 0.10
H 4.35240 6.11806 -6.19209 0.10
H 2.21667 5.82967 -7.96527 0.11
H 3.61206 5.26845 -8.98207 0.12
H 3.98283 7.45256 -10.40477 0.08
H 3.06923 8.80118 -9.64621 0.09
H 2.38769 7.14412 -9.96324 0.08
C 2.49148 -6.34162 6.33639 -0.10
O 3.38915 -6.22288 5.21023 -0.18
C 4.41629 -5.21665 5.36676 -0.22
C 3.95239 -3.79728 5.39251 -0.24
N 5.08242 -2.83297 5.50383 -0.03
C 4.57638 -1.59027 4.90409 -0.23
C 5.62464 -0.51719 5.01669 -0.27
O 6.49168 -0.64471 3.95071 -0.19
C 7.72619 0.08869 4.10960 -0.08
H 1.84215 -5.50637 6.59874 0.06
H 3.06012 -6.58362 7.23427 0.09
H 1.80953 -7.15727 6.09604 0.08
H 5.14866 -5.33298 4.56788 0.12
H 5.00933 -5.48051 6.24241 0.12
H 3.28656 -3.62945 6.23903 0.11
H 3.32686 -3.53340 4.53976 0.11
H 5.67110 -3.16782 4.75454 0.10
H 3.57416 -1.30730 5.22591 0.12
H 4.30538 -1.68964 3.85300 0.12
H 6.07360 -0.57110 6.00847 0.12
H 5.24116 0.49898 4.92483 0.12
H 7.48637 1.05874 3.67417 0.08
H 8.54691 -0.26706 3.48674 0.08
H 8.04033 0.24843 5.14105 0.08
C -1.39766 3.44729 -2.37252 -0.07
O -1.68618 2.13723 -1.77866 -0.23
C -2.25359 2.22969 -0.45126 -0.18
C -2.33928 0.72731 0.05797 -0.19
N -1.00088 0.28163 0.31641 -0.09
C -0.76214 -1.16943 0.42346 -0.20
C -0.16708 -1.56808 1.73545 -0.24
O -0.54660 -2.89988 2.05135 -0.21
C -0.42260 -3.30626 3.49976 -0.03
H -2.27012 4.09587 -2.29346 0.08
H -1.25074 3.20945 -3.42606 0.09
H -0.59844 3.89803 -1.78414 0.08
H -3.31251 2.48791 -0.46221 0.11
H -1.72189 2.94624 0.17479 0.09
H -2.53203 0.11041 -0.81974 0.11
H -3.02044 0.45433 0.86396 0.12
H -0.48590 0.55198 -0.50931 0.08
H -0.15002 -1.58518 -0.37689 0.11
H -1.74502 -1.62737 0.31234 0.12
H -0.51456 -0.94378 2.55863 0.12
H 0.92187 -1.53875 1.69774 0.12
H -1.07342 -4.16598 3.65916 0.06
H -0.73181 -2.57403 4.24564 0.08
H 0.63221 -3.51284 3.68085 0.07
C -3.13292 -11.00394 3.87450 -0.12
O -3.44717 -9.62836 3.61679 -0.21
C -2.38741 -9.15283 2.70581 -0.15
C -2.85242 -7.76681 1.90965 -0.15
N -4.01343 -7.06817 2.53198 -0.06
C -3.52093 -6.06144 3.46487 -0.18
C -2.71285 -6.49576 4.78548 -0.21
O -2.56513 -5.35722 5.59920 -0.20
C -1.75962 -5.64717 6.73744 -0.11
H -2.89071 -11.67395 3.04956 0.08
H -3.98729 -11.41030 4.41582 0.09
H -2.18866 -11.03398 4.41816 0.08
H -2.10994 -9.89343 1.95573 0.10
H -1.48896 -8.95197 3.28938 0.10
H -3.00972 -7.93148 0.84370 0.09
H -1.98647 -7.14650 1.67845 0.10
H -4.47198 -7.78175 3.08028 0.08
H -4.33176 -5.41530 3.80128 0.12
H -2.85085 -5.44616 2.86444 0.09
H -1.73195 -6.97103 4.77909 0.11
H -3.28088 -7.25651 5.32091 0.11
H -0.67932 -5.77079 6.66163 0.07
H -2.22495 -6.46249 7.29136 0.09
H -1.84113 -4.85755 7.48441 0.08
C 0.45593 -1.50707 -3.37193 -0.07
O 0.26263 -0.75437 -4.59916 -0.19
C -1.08809 -0.62442 -4.96456 -0.23
C -1.37275 -0.78305 -6.44422 -0.27
N -0.67262 0.05731 -7.33353 -0.04
C -0.86016 -0.43188 -8.70452 -0.21
C -0.27396 0.54751 -9.72190 -0.21
O -1.06828 1.72555 -9.70452 -0.19
C -0.89571 2.53888 -10.82096 -0.14
H 0.10128 -2.53611 -3.43027 0.10
H -0.06157 -0.88010 -2.64584 0.06
H 1.45278 -1.38085 -2.94948 0.08
H -1.54066 0.35765 -4.82740 0.12
H -1.65816 -1.38759 -4.43477 0.12
H -2.42513 -0.62063 -6.67707 0.13
H -1.26966 -1.83015 -6.72892 0.11
H 0.30743 -0.00609 -7.09777 0.11
H -1.90840 -0.61271 -8.94240 0.12
H -0.44922 -1.41907 -8.91593 0.11
H -0.30291 0.27804 -10.77767 0.11
H 0.76630 0.64760 -9.41215 0.12
H 0.07488 2.98695 -11.03380 0.08
H -1.54980 3.38567 -10.61311 0.09
H -1.14254 1.97854 -11.72273 0.08
```

Results
Gap between HOMO and LUMO in hartree: 0.3209
Total charge: 0
Highest occupied orbital energy in eV: -8.085

*2*
ORCA calculation (the ωB97M-V functional and the def2-TZVPD basis) on a cluster of 6 separate species, C36H90N6O12 in total.

The geometry in XYZ format:
```
144
Properties=species:S:1:pos:R:3:lowdin_charge:R:1
C -1.81758 1.09440 4.94801 -0.11
O -0.98781 -0.00708 4.66418 -0.20
C -1.81364 -1.05246 4.18471 -0.20
C -1.17173 -2.24933 3.45157 -0.17
N 0.28292 -1.98521 3.45324 -0.05
C 1.12018 -3.16014 3.32826 -0.21
C 0.91395 -4.01269 2.08348 -0.22
O 1.50821 -3.49512 0.90726 -0.16
C 0.74075 -2.40882 0.37761 -0.09
H -1.21438 1.93315 5.30312 0.09
H -2.68891 0.90095 5.57338 0.10
H -2.11942 1.50291 3.96990 0.07
H -2.56637 -0.67528 3.48455 0.09
H -2.42276 -1.45599 5.00126 0.12
H -1.47860 -2.21690 2.39930 0.09
H -1.51083 -3.23371 3.79804 0.10
H 0.47349 -1.55104 4.34548 0.06
H 1.05266 -3.67186 4.29869 0.12
H 2.14978 -2.81730 3.16772 0.12
H -0.11293 -4.39360 2.13750 0.10
H 1.56210 -4.87636 2.24764 0.13
H 0.79155 -1.50666 0.99020 0.06
H -0.30601 -2.72391 0.37117 0.09
H 1.08154 -2.17574 -0.62805 0.06
C -2.15204 -0.23872 -2.58517 -0.11
O -2.29096 0.52384 -3.75337 -0.17
C -1.31076 1.50804 -3.99967 -0.21
C -1.37268 2.71022 -3.06095 -0.20
N -0.81920 2.54539 -1.72390 -0.06
C 0.62545 2.37508 -1.66463 -0.18
C 0.93731 1.62878 -0.36479 -0.24
O 0.29854 2.30017 0.68581 -0.17
C 0.17630 1.44218 1.80946 -0.09
H -1.17325 -0.70041 -2.40697 0.08
H -2.84841 -1.07975 -2.59739 0.09
H -2.41562 0.36634 -1.71363 0.06
H -1.56825 1.79579 -5.02021 0.11
H -0.29490 1.09719 -4.02949 0.09
H -2.44129 2.91078 -2.93043 0.12
H -1.01639 3.62493 -3.55656 0.11
H -1.20647 3.12799 -1.00629 0.11
H 1.06308 3.38319 -1.63396 0.12
H 0.98350 1.79567 -2.51183 0.10
H 2.01766 1.46705 -0.23640 0.10
H 0.62403 0.58158 -0.49121 0.11
H 1.18931 1.09886 2.04862 0.09
H -0.34796 0.50482 1.58984 0.07
H -0.30972 1.95675 2.62975 0.08
C 2.41968 -0.36560 5.26292 -0.10
O 2.80817 -1.70214 5.52220 -0.23
C 2.50214 -2.26676 6.78703 -0.21
C 3.26024 -3.58830 6.90711 -0.20
N 4.50534 -3.42894 7.65526 -0.07
C 5.36833 -2.42220 7.07968 -0.23
C 6.81734 -2.77086 7.38009 -0.26
O 7.70465 -1.91377 6.70383 -0.19
C 9.07118 -2.14550 7.04435 -0.09
H 2.13978 -0.22734 4.21731 0.07
H 3.33270 0.19327 5.49701 0.09
H 1.56423 0.05643 5.80142 0.09
H 1.41560 -2.40591 6.80264 0.12
H 2.77825 -1.60847 7.61638 0.12
H 3.49507 -3.97084 5.90579 0.12
H 2.61152 -4.34070 7.35769 0.11
H 4.99466 -4.28638 7.85543 0.10
H 5.23261 -1.40264 7.45245 0.12
H 5.31502 -2.39378 5.98219 0.13
H 6.96526 -3.80097 7.03152 0.13
H 6.93115 -2.62747 8.46316 0.13
H 9.20585 -3.18928 7.33845 0.08
H 9.33593 -1.47813 7.86466 0.09
H 9.63890 -1.96949 6.13418 0.09
C -3.51228 0.59671 1.00533 -0.11
O -3.66984 -0.79661 1.16550 -0.21
C -5.03776 -1.20199 1.22679 -0.21
C -5.20397 -2.68585 0.95927 -0.20
N -4.40064 -3.51769 1.86979 -0.06
C -3.94478 -4.75888 1.26710 -0.21
C -2.97972 -5.49280 2.20153 -0.18
O -1.88869 -6.01744 1.42963 -0.23
C -2.27738 -6.93153 0.40998 -0.10
H -3.53281 1.10851 1.97294 0.08
H -4.33355 1.02309 0.41678 0.09
H -2.61154 0.82521 0.43701 0.07
H -5.65580 -0.63005 0.53161 0.12
H -5.34101 -0.95621 2.25220 0.13
H -4.89125 -2.88509 -0.07791 0.11
H -6.23929 -3.03067 1.01023 0.12
H -3.65908 -2.91534 2.20743 0.08
H -3.55653 -4.57788 0.25970 0.12
H -4.82665 -5.40724 1.21104 0.12
H -3.35676 -6.33500 2.79170 0.12
H -2.50639 -4.84220 2.93774 0.09
H -3.33034 -7.21540 0.48931 0.08
H -1.75633 -7.87178 0.60611 0.09
H -2.03014 -6.51283 -0.56216 0.09
C -3.15677 3.65668 -8.10607 -0.12
O -3.47123 5.02330 -7.97920 -0.19
C -2.35648 5.86599 -7.63480 -0.20
C -2.21493 5.80743 -6.13838 -0.22
N -3.39340 6.24611 -5.37587 -0.06
C -3.57311 7.68122 -5.26552 -0.23
C -4.90728 8.02492 -4.63224 -0.22
O -6.01999 7.53917 -5.35419 -0.20
C -6.09979 7.89009 -6.71167 -0.11
H -2.71011 3.46666 -9.09681 0.09
H -4.12499 3.16415 -8.20318 0.09
H -2.48236 3.12397 -7.43193 0.08
H -2.64058 6.87513 -7.93637 0.11
H -1.41308 5.62586 -8.13042 0.12
H -1.32129 6.27553 -5.71189 0.12
H -2.11292 4.77501 -5.78497 0.10
H -4.17716 5.77223 -5.81074 0.10
H -3.34709 8.15977 -6.22939 0.11
H -2.81275 8.05168 -4.56728 0.12
H -5.08284 9.08438 -4.41460 0.12
H -4.92036 7.53533 -3.65693 0.12
H -7.11091 7.64729 -7.04134 0.09
H -5.42922 7.27721 -7.32544 0.08
H -5.93876 8.96697 -6.83469 0.09
C 1.87621 -1.21040 -6.64279 -0.11
O 2.69633 -1.35647 -5.50108 -0.19
C 1.98654 -1.23029 -4.27918 -0.20
C 2.98874 -0.81099 -3.21466 -0.20
N 3.49785 -1.91629 -2.39119 -0.04
C 4.79872 -1.54254 -1.82584 -0.19
C 4.80795 -0.26288 -0.99626 -0.22
O 4.93198 0.91610 -1.78464 -0.20
C 4.81865 2.09662 -1.04973 -0.12
H 1.07533 -1.94916 -6.54265 0.09
H 2.42493 -1.26483 -7.57864 0.08
H 1.41303 -0.21328 -6.67462 0.08
H 1.62627 -2.22155 -3.98039 0.13
H 1.18617 -0.49529 -4.37990 0.09
H 2.60224 0.01205 -2.59267 0.10
H 3.84827 -0.29642 -3.64063 0.12
H 2.85718 -2.20280 -1.66494 0.08
H 5.53886 -1.40956 -2.61814 0.12
H 5.14941 -2.37843 -1.21917 0.12
H 5.63635 -0.24758 -0.27670 0.12
H 3.91564 -0.22103 -0.35600 0.11
H 5.73211 2.35219 -0.48445 0.09
H 4.10717 1.99163 -0.21995 0.07
H 4.61701 2.92186 -1.72821 0.09
```

Results
Gap between HOMO and LUMO in hartree: 0.3309
Total charge: 0
Highest occupied orbital energy in eV: -8.340

Computed stability ranking, most favorable first: *2*, *1*

*1*
ORCA calculation (the ωB97M-V functional and the def2-TZVPD basis) on an isolated molecule of C16H25NO.

The geometry in XYZ format:
```
43
Properties=species:S:1:pos:R:3:lowdin_charge:R:1
C 2.00016 2.17976 -0.12298 -0.04
C 3.13631 1.20548 -0.07404 -0.21
C 4.45400 1.61869 -0.02077 -0.05
C 5.49353 0.70236 0.03019 -0.10
C 5.20912 -0.64818 0.02774 -0.09
C 3.89578 -1.08868 -0.02627 -0.02
C 2.85512 -0.17111 -0.07753 -0.23
O 1.53401 -0.49574 -0.13439 -0.05
C 1.15651 -1.85523 -0.16002 -0.21
C -0.36456 -1.91179 -0.25392 -0.17
C -1.02994 -1.33428 0.99180 -0.18
C -2.54093 -1.18245 0.79938 -0.21
N -2.84494 -0.35804 -0.35632 -0.19
C -4.12446 -0.63203 -0.97846 -0.20
C -5.32181 -0.08549 -0.19081 -0.19
C -5.15725 1.42003 0.00134 -0.21
C -3.81374 1.70980 0.66597 -0.18
C -2.68027 1.06831 -0.14591 -0.19
H 1.40706 2.10810 0.78826 0.08
H 1.34170 1.94549 -0.95756 0.08
H 2.36615 3.19788 -0.22595 0.08
H 4.67231 2.67718 -0.01958 0.11
H 6.51640 1.04500 0.07112 0.10
H 6.00836 -1.37364 0.06746 0.10
H 3.69663 -2.14905 -0.02752 0.10
H 1.60572 -2.35708 -1.02881 0.13
H 1.49958 -2.36164 0.75412 0.13
H -0.68900 -1.32818 -1.11552 0.11
H -0.67170 -2.94846 -0.40053 0.12
H -0.58087 -0.36438 1.20454 0.10
H -0.84817 -1.98344 1.85141 0.12
H -2.97975 -0.79594 1.73316 0.11
H -2.96724 -2.17318 0.61961 0.12
H -4.22075 -1.71157 -1.11888 0.12
H -4.10874 -0.16361 -1.96898 0.12
H -5.37328 -0.57852 0.78263 0.11
H -6.24617 -0.30285 -0.72892 0.11
H -5.97474 1.81870 0.60680 0.11
H -5.19049 1.91212 -0.97430 0.11
H -3.81439 1.30634 1.68106 0.10
H -3.64672 2.78607 0.73532 0.11
H -1.72042 1.24315 0.34152 0.11
H -2.64382 1.53697 -1.13537 0.12
```

Results
Gap between HOMO and LUMO in hartree: 0.3330
Total charge: 0
Highest occupied orbital energy in eV: -8.107

*2*
ORCA calculation (the ωB97M-V functional and the def2-TZVPD basis) on an isolated molecule of C16H25NO.

The geometry in XYZ format:
```
43
Properties=species:S:1:pos:R:3:lowdin_charge:R:1
C 1.62576 2.71565 -0.08260 -0.08
O 1.57244 1.31590 -0.18593 -0.10
C 2.74527 0.60990 -0.16075 -0.22
C 4.00285 1.18587 -0.05231 -0.02
C 5.13508 0.38624 -0.03366 -0.09
C 5.02230 -0.98654 -0.12523 -0.10
C 3.76633 -1.56106 -0.23720 -0.04
C 2.62104 -0.78541 -0.26043 -0.17
C 1.25725 -1.39797 -0.34361 -0.13
C 0.63090 -1.48126 1.06796 -0.21
N -0.69042 -2.05259 1.17263 -0.03
C -1.85128 -1.36031 0.62372 -0.35
C -2.14035 -1.65283 -0.85816 -0.16
C -3.45716 -1.00351 -1.27132 -0.20
C -3.40438 0.50238 -1.03388 -0.18
C -3.10529 0.81388 0.43291 -0.38
C -3.04046 2.32113 0.66519 -0.07
C -1.79041 0.14981 0.84507 -0.13
H 2.08127 3.03346 0.86096 0.10
H 2.17271 3.16326 -0.91914 0.10
H 0.59030 3.05352 -0.10955 0.09
H 4.11688 2.25620 0.02024 0.10
H 6.10700 0.84911 0.05293 0.10
H 5.90419 -1.60885 -0.11066 0.10
H 3.67148 -2.63491 -0.31184 0.11
H 0.63159 -0.77295 -0.97966 0.10
H 1.31557 -2.40001 -0.77436 0.12
H 0.60959 -0.48117 1.50092 0.11
H 1.28575 -2.09795 1.69332 0.12
H -0.68674 -3.01059 0.83839 0.11
H -2.70685 -1.75056 1.19854 0.15
H -1.33794 -1.26163 -1.48472 0.10
H -2.19198 -2.73416 -1.01389 0.11
H -3.65738 -1.20711 -2.32584 0.11
H -4.27374 -1.43483 -0.68693 0.11
H -2.62256 0.94012 -1.65959 0.12
H -4.35539 0.95643 -1.32179 0.11
H -3.91363 0.40062 1.04733 0.14
H -3.98337 2.79216 0.39566 0.08
H -2.83348 2.53925 1.71048 0.08
H -2.25222 2.76426 0.05950 0.07
H -1.59291 0.34828 1.90020 0.13
H -0.97764 0.57876 0.25711 0.11
```

Results
Gap between HOMO and LUMO in hartree: 0.3282
Total charge: 0
Highest occupied orbital energy in eV: -8.080

Computed stability ranking, most favorable first: *2*, *1*